(1)
{
  "formula": "C4H9NO",
  "method": "wB97M-V/def2-TZVPD",
  "symbols": ["O", "N", "C", "C", "C", "C", "H", "H", "H", "H", "H", "H", "H", "H", "H"],
  "positions_angstrom": [[-0.285, -0.905, 0.535], [-0.909, 0.542, -1.113], [-1.200, -0.150, -0.075], [-1.861, 1.613, -1.130], [1.075, -0.652, 0.136], [1.999, -1.290, 1.147], [1.794, -2.363, 1.190], [-1.153, 2.442, -1.354], [1.261, 0.427, 0.081], [-2.740, 1.894, -1.761], [3.050, -1.133, 0.873], [1.257, -1.073, -0.859], [-1.885, 1.940, 0.065], [-2.214, -0.479, 0.179], [1.804, -0.852, 2.131]],
  "e_homo_ev": -9.2088,
  "smiles": "CCO/C=N/C",
  "e_tot_ev": -7829.09910
}

(2)
{
  "formula": "C27H31NO7",
  "method": "wB97M-V/def2-TZVPD",
  "symbols": ["O", "O", "O", "O", "O", "O", "O", "N", "C", "C", "C", "C", "C", "C", "C", "C", "C", "C", "C", "C", "C", "C", "C", "C", "C", "C", "C", "C", "C", "C", "C", "C", "C", "C", "C", "H", "H", "H", "H", "H", "H", "H", "H", "H", "H", "H", "H", "H", "H", "H", "H", "H", "H", "H", "H", "H", "H", "H", "H", "H", "H", "H", "H", "H", "H", "H"],
  "positions_angstrom": [[-0.543, 2.713, 3.170], [2.413, 1.971, 2.863], [-1.946, 1.177, 2.194], [-0.636, -1.092, 2.786], [0.480, -1.206, 0.834], [2.343, -0.265, 2.684], [3.218, 6.540, 1.591], [-1.689, 1.806, -2.185], [4.101, -1.537, 3.657], [3.550, 4.457, 0.466], [-2.152, -2.806, 3.453], [-3.055, 1.930, 2.781], [0.858, 3.833, 0.847], [0.085, -0.553, 1.789], [1.760, 0.970, 2.584], [1.298, 5.096, 1.206], [-2.807, 2.488, -2.826], [-1.257, 0.500, -2.465], [-4.235, 1.013, 3.028], [0.113, 1.439, -0.857], [0.671, -0.852, -1.940], [-0.910, -2.501, 2.650], [-0.699, 1.674, 2.521], [-0.840, -1.435, -3.765], [-0.114, 0.257, -1.673], [3.673, -0.157, 3.240], [3.086, 3.209, 0.126], [0.409, 0.869, 1.977], [2.406, 7.310, 2.520], [1.161, 1.549, 0.061], [-1.670, -0.340, -3.487], [2.675, 5.400, 1.084], [1.727, 2.866, 0.326], [-0.849, 2.392, -1.282], [0.320, -1.685, -3.016], [-2.557, -0.086, -4.054], [-3.467, 2.933, -2.064], [-0.035, -3.071, 3.010], [3.497, -1.877, 4.515], [-1.075, -2.071, -4.618], [5.152, -1.537, 3.982], [3.746, 2.444, -0.314], [-2.703, 2.373, 3.718], [-4.554, 0.495, 2.111], [3.668, 0.530, 4.095], [-0.186, 3.588, 1.020], [-2.444, 3.302, -3.475], [-1.015, 3.407, -0.913], [-5.082, 1.612, 3.404], [4.605, 4.719, 0.339], [-2.295, -3.894, 3.482], [-3.311, 2.728, 2.064], [0.958, -2.535, -3.256], [-3.370, 1.758, -3.417], [-1.076, -2.734, 1.580], [3.078, 8.100, 2.864], [-3.984, 0.282, 3.815], [0.597, 5.797, 1.669], [-2.072, -2.439, 4.488], [-3.045, -2.364, 2.969], [1.519, 7.752, 2.041], [4.360, 0.245, 2.476], [1.742, 0.645, 0.254], [1.506, -1.067, -1.265], [3.974, -2.258, 2.839], [2.081, 6.685, 3.362]],
  "e_homo_ev": -7.5522,
  "e_tot_ev": -44322.95757
}

(3)
{
  "formula": "C4H5NO2",
  "method": "wB97M-V/def2-TZVPD",
  "symbols": ["O", "O", "N", "C", "C", "C", "C", "H", "H", "H", "H", "H"],
  "positions_angstrom": [[1.245, -1.387, -0.648], [-2.131, -0.952, -0.539], [-0.423, -0.207, 0.873], [1.534, -0.210, -0.661], [0.817, 0.770, 0.155], [-1.186, -1.232, 0.163], [-0.626, 1.051, 0.273], [-0.983, -2.277, 0.433], [1.465, 1.590, 0.542], [2.424, 0.131, -1.218], [-0.762, 1.784, 1.061], [-1.269, 1.125, -0.591]],
  "e_homo_ev": -9.7662,
  "smiles": "O=C[C@H]1CN1C=O",
  "e_tot_ev": -9810.55875
}

Listing max |F| for the structures above in their given order: 0.1104 0.0526 0.0294 Eh/bohr.
Listing relative energy (zero: lowest compared OMol25 entry of this formula, charge and spin) for the structures above in their given order: 74.27 11.06 86.62 kcal per mole.